{
  "formula": "C27H28B2BrF4N5O6PbSe",
  "method": "ωB97M-V with the def2-TZVPD basis set",
  "homo_energy_ev": -8.1,
  "e_lumo_ev": -0.04,
  "e_above_lowest_kj_mol": 15.95,
  "homo_lumo_gap_ev": 8.057,
  "species": ["H", "C", "H", "C", "C", "N", "O", "Pb", "F", "C", "H", "B", "C", "O", "H", "C", "C", "C", "H", "H", "H", "H", "O", "C", "C", "H", "H", "C", "C", "C", "B", "H", "H", "H", "H", "N", "C", "N", "H", "C", "C", "H", "C", "C", "H", "C", "H", "H", "O", "H", "Br", "C", "H", "H", "O", "F", "H", "N", "C", "C", "O", "H", "H", "F", "H", "H", "C", "F", "C", "C", "Se", "C", "H", "N", "C"],
  "xyz": [[3.415, -5.486, -0.245], [1.469, -2.803, 0.365], [-3.116, 3.638, -2.316], [-1.012, 5.281, -0.538], [-2.063, -3.009, -0.824], [0.332, 3.305, 0.008], [-0.582, -0.648, -2.644], [0.723, 0.765, 0.016], [2.625, 2.317, 1.059], [-2.724, -2.363, 0.214], [0.532, -2.495, 0.817], [2.666, 3.467, 0.236], [0.332, 2.396, 4.019], [2.968, 3.019, -1.170], [1.209, -4.885, 0.787], [-0.762, 3.813, -0.406], [1.171, 0.683, -3.243], [-0.347, 1.187, 3.421], [0.425, 1.172, -5.172], [-4.457, -2.321, 1.478], [-3.858, 2.481, -1.220], [-5.453, -4.350, 0.461], [-1.026, 1.340, 2.418], [-1.796, 2.834, -0.864], [-2.623, -4.144, -1.390], [0.812, -3.490, 5.768], [1.396, 2.219, 4.177], [3.109, 2.315, -3.817], [3.367, -2.160, -0.699], [0.876, -1.342, 5.909], [-1.879, 0.108, -2.744], [-0.121, 2.654, 4.978], [1.954, 0.273, -5.184], [4.816, -3.659, -1.213], [0.823, 0.762, 5.720], [0.471, 0.168, -2.309], [-0.133, -2.560, 4.106], [2.214, -1.827, -0.162], [-0.082, 5.823, -0.398], [1.853, -4.131, 0.357], [-3.838, -4.626, -0.925], [0.412, -0.545, -4.793], [-3.151, 3.303, -1.277], [3.074, -4.460, -0.217], [-4.279, -5.503, -1.381], [-4.501, -3.977, 0.107], [1.390, -1.319, 6.859], [2.589, 2.550, -4.744], [-1.221, -1.661, 2.343], [-2.116, -4.639, -2.208], [4.396, -0.754, -1.443], [0.987, 0.371, -4.690], [0.205, 3.226, 3.330], [-1.428, 5.510, -1.519], [-2.326, 0.711, -1.431], [3.626, 4.364, 0.591], [-1.140, -2.602, -1.219], [2.134, 2.047, -1.589], [-0.141, -0.141, 4.034], [0.545, -0.177, 5.263], [1.342, 4.155, 0.318], [-3.481, 4.135, -0.657], [3.550, 3.217, -3.403], [-2.837, -0.801, -3.096], [-0.410, -3.492, 3.632], [3.913, 1.613, -4.050], [3.858, -3.456, -0.758], [-1.723, 1.162, -3.653], [0.541, -2.551, 5.302], [-3.948, -2.840, 0.675], [-2.055, -0.739, 0.950], [2.178, 1.705, -2.821], [-1.730, 5.617, 0.214], [-1.413, 1.622, -0.954], [-0.523, -1.375, 3.452]]
}

---

{
  "formula": "C7H20GaIN2O8PS2",
  "method": "ωB97M-V with the def2-TZVPD basis set",
  "homo_energy_ev": -4.9,
  "e_lumo_ev": 2.22,
  "homo_lumo_gap_ev": 7.082,
  "total_charge": -1,
  "species": ["H", "H", "O", "H", "H", "H", "N", "C", "O", "H", "C", "H", "H", "C", "H", "O", "H", "S", "Ga", "O", "H", "C", "H", "P", "H", "N", "I", "O", "C", "O", "H", "H", "C", "S", "H", "H", "O", "H", "H", "H", "C", "O"],
  "xyz": [[-0.976, -4.590, 0.688], [3.878, -0.798, -4.123], [-2.662, 5.233, 1.916], [0.721, 1.129, -3.553], [2.555, -1.964, -2.715], [-2.420, 0.951, -2.860], [-2.602, 1.283, -1.918], [-0.082, -4.340, 1.251], [-4.186, 5.030, 3.818], [3.766, -1.815, -1.476], [3.124, -1.239, -2.142], [0.684, -5.103, 1.093], [-2.399, 4.317, 0.070], [4.072, -0.497, -3.105], [-1.034, -1.382, -3.712], [0.771, -1.057, 2.134], [-0.361, -5.041, 3.295], [1.263, -2.372, 1.957], [0.458, 0.052, -2.385], [0.417, -3.081, 0.800], [5.085, -0.791, -2.886], [-2.117, 4.168, 1.108], [-1.286, -3.572, 2.883], [-1.256, 1.012, -1.061], [0.499, -1.773, -3.955], [-0.175, -1.598, -3.213], [4.146, 1.637, -3.009], [2.643, -2.634, 1.772], [2.128, -0.441, -1.311], [-1.753, 5.129, 4.209], [-1.572, 0.271, 0.109], [1.740, -1.123, -0.562], [-0.353, -4.116, 2.724], [-2.859, 4.725, 3.417], [-2.152, 2.029, 1.482], [-3.758, 2.783, 1.372], [0.739, -3.302, 3.163], [-1.031, 4.172, 1.204], [2.594, 0.373, -0.768], [-0.794, 2.254, -0.539], [-2.728, 2.921, 1.701], [-2.727, 3.163, 3.125]]
}

---

{
  "formula": "C32H64NO18S6",
  "method": "ωB97M-V with the def2-TZVPD basis set",
  "homo_energy_ev": -12.0,
  "e_lumo_ev": -1.67,
  "e_above_lowest_kj_mol": 0.00,
  "homo_lumo_gap_ev": 10.333,
  "total_charge": 1,
  "species": ["H", "H", "H", "H", "C", "H", "O", "S", "H", "O", "H", "H", "H", "O", "H", "C", "C", "H", "C", "C", "H", "C", "O", "H", "H", "H", "H", "H", "C", "C", "H", "O", "H", "C", "C", "C", "C", "H", "H", "H", "H", "H", "N", "H", "C", "C", "C", "C", "H", "C", "O", "H", "H", "C", "O", "C", "O", "H", "S", "C", "H", "S", "S", "C", "C", "H", "C", "H", "H", "H", "O", "C", "H", "H", "H", "O", "O", "H", "H", "H", "C", "C", "H", "O", "O", "C", "H", "H", "H", "O", "H", "H", "H", "C", "S", "O", "H", "H", "H", "H", "O", "H", "O", "H", "C", "C", "H", "S", "O", "H", "H", "H", "H", "H", "C", "H", "H", "C", "H", "H", "H"],
  "xyz": [[-5.526, 2.547, 0.872], [-2.664, -3.584, -1.213], [-1.128, 0.022, 0.023], [1.547, -6.831, -1.566], [5.428, -2.261, 2.864], [2.269, -5.437, 0.678], [2.997, 1.900, -2.679], [-0.828, 2.148, -3.466], [-1.060, 4.119, -2.382], [1.021, -2.730, -1.363], [-3.706, -3.476, 1.874], [-2.237, 3.693, 1.891], [3.563, 4.769, -2.311], [-1.228, -2.639, 2.815], [1.214, -4.098, 1.199], [-3.071, 3.494, -3.233], [-2.842, 3.096, -4.751], [4.278, -2.089, 4.479], [1.503, -4.815, 0.347], [-0.300, -2.516, 3.817], [-2.716, -1.948, -3.826], [0.380, -5.579, -0.189], [2.434, 0.194, -1.175], [-4.379, 4.751, 2.020], [-0.477, -1.387, 0.355], [2.657, -5.271, -2.571], [-0.087, -0.703, -1.052], [-2.901, -1.035, 4.948], [3.879, 4.181, -3.200], [3.145, 4.300, 1.245], [2.446, 3.645, -0.598], [-3.161, 1.404, 4.262], [-5.691, -2.083, -1.118], [0.826, -6.140, -1.597], [4.593, -0.381, 1.743], [-3.625, -3.180, 2.891], [-2.551, -2.149, 3.197], [3.569, 2.959, 2.821], [-2.445, 3.935, -5.145], [6.137, 1.865, -2.446], [1.332, 4.121, 3.079], [-3.447, -4.067, 3.470], [-0.241, -0.519, -0.130], [-3.581, 0.772, 0.842], [4.082, -2.202, 3.499], [-4.037, 1.272, 1.730], [-2.564, -2.123, -2.785], [-2.665, 3.550, 2.766], [6.576, -1.304, 1.260], [-4.204, 3.692, 2.308], [4.440, 1.220, -1.287], [-4.806, -4.068, -3.011], [6.087, -1.921, 3.551], [-1.763, 3.309, -2.473], [-1.327, 1.241, 2.533], [1.373, 3.222, 2.354], [2.214, -1.636, 1.570], [3.245, 5.160, 1.927], [2.002, -3.770, -1.032], [5.168, 2.103, -2.070], [4.267, 4.279, 0.835], [0.714, 3.724, 0.835], [3.120, -1.003, 2.540], [5.541, -1.558, 1.549], [-2.331, -1.924, 4.716], [-0.076, -6.268, 0.642], [-4.478, -3.554, -2.165], [-4.820, -4.054, -1.234], [1.058, -4.613, -3.023], [-1.586, 1.766, -5.670], [2.530, -0.173, 3.487], [-4.472, 2.649, 1.200], [5.399, 2.912, -1.299], [5.868, -3.205, 2.881], [0.035, -6.556, -2.214], [3.409, -3.452, -0.989], [-0.811, -2.065, 4.899], [-3.335, 4.416, -3.049], [0.641, -0.082, 0.379], [2.920, 2.172, 1.498], [3.173, 0.957, -1.787], [2.197, 4.403, 0.037], [-3.982, 3.066, -2.762], [0.314, 2.704, -4.033], [-3.839, 0.000, -2.817], [-2.009, 1.900, -4.693], [5.138, 0.396, 2.229], [3.569, -3.196, 3.512], [-4.918, 3.692, 3.095], [0.809, -2.830, 3.619], [-1.618, 2.812, -1.546], [-2.597, -1.240, 2.613], [-2.564, -4.203, -2.785], [-5.014, -2.189, -1.977], [-2.666, 1.697, 2.942], [-3.106, -1.039, -0.534], [-2.667, 0.999, -4.435], [1.095, 2.279, 2.996], [5.112, -2.327, 0.842], [-5.406, -2.024, -3.007], [0.215, 2.665, -0.025], [-3.814, 2.990, 0.404], [-0.230, 4.856, 0.974], [2.213, 5.381, -0.192], [4.111, 2.693, -3.006], [2.810, 3.084, 1.960], [4.228, 2.377, -4.159], [-3.621, -1.148, -1.904], [-0.612, 0.998, -2.677], [-2.278, 4.046, 3.605], [3.007, 4.265, -3.789], [-2.829, -2.523, 5.434], [-4.551, 0.772, 2.230], [-1.573, -1.834, -2.689], [-2.980, -3.496, -2.218], [-3.687, 3.038, -5.448], [4.574, -0.034, 0.774], [1.698, -5.033, -2.228], [-4.650, -2.992, 3.181], [-0.480, -4.732, -0.457], [4.681, 4.652, -3.620]]
}

---

{
  "formula": "C26H18BrMgN8O4",
  "method": "ωB97M-V with the def2-TZVPD basis set",
  "homo_energy_ev": -4.5,
  "e_lumo_ev": 2.11,
  "homo_lumo_gap_ev": 6.611,
  "total_charge": -1,
  "species": ["H", "N", "O", "C", "H", "H", "C", "C", "O", "C", "C", "H", "C", "C", "N", "C", "H", "H", "C", "H", "H", "C", "O", "C", "C", "N", "C", "H", "C", "N", "H", "H", "Br", "C", "N", "H", "C", "H", "N", "H", "C", "C", "H", "N", "C", "C", "C", "C", "C", "C", "O", "C", "H", "N", "Mg", "H", "H", "C"],
  "xyz": [[-3.015, 0.240, -4.267], [-1.061, 2.538, -0.504], [-1.121, 0.004, 1.450], [-0.069, 5.940, 3.050], [-2.388, -0.394, 5.073], [-2.194, 1.930, -2.712], [4.131, -1.593, -0.126], [1.665, -2.503, 0.211], [0.867, 1.737, 0.527], [0.455, 0.716, 3.662], [-1.531, 1.160, -2.309], [-2.031, 4.455, 0.706], [0.272, 1.225, 6.000], [0.980, 1.273, 4.811], [1.888, -1.221, 0.527], [-0.083, 2.586, 0.381], [-2.017, 6.394, 2.267], [3.291, 0.273, 0.590], [-0.100, 3.773, 1.296], [0.957, 0.797, 2.704], [2.488, -4.365, -0.462], [-1.421, -0.549, 2.545], [0.796, -0.600, -1.949], [-2.145, -0.393, -4.118], [-1.168, 5.722, 2.225], [-0.761, -2.152, -0.156], [0.994, 3.991, 2.125], [-2.851, -2.546, 0.006], [0.256, -2.953, 0.292], [-0.924, 0.646, 6.091], [1.821, 3.296, 2.077], [-0.624, -3.128, -5.369], [2.673, 2.132, 4.769], [1.013, 5.071, 2.998], [-0.939, 1.339, -1.202], [-0.059, 6.782, 3.732], [-0.079, -0.850, -2.875], [1.871, 5.231, 3.640], [-1.468, -4.008, 0.708], [1.003, -2.537, -3.609], [-0.777, 0.088, 3.758], [2.687, -3.326, -0.230], [-2.665, -1.742, -5.710], [3.925, -2.876, -0.404], [-1.830, -2.846, 0.161], [-1.422, 0.086, 4.986], [-0.807, -2.266, -4.736], [-1.185, 4.644, 1.353], [-1.953, -1.494, -4.935], [0.106, -1.945, -3.752], [-2.193, -1.497, 2.728], [3.122, -0.769, 0.348], [-2.054, -4.710, 1.123], [-0.123, -4.089, 0.821], [0.109, -0.038, -0.134], [5.127, -1.202, -0.291], [0.678, 1.672, 6.899], [-1.260, -0.056, -3.095]]
}

---

{
  "formula": "C3H4N2",
  "method": "ωB97M-V with the def2-TZVPD basis set",
  "homo_energy_ev": -8.8,
  "e_lumo_ev": 0.91,
  "e_above_lowest_kj_mol": 3.94,
  "homo_lumo_gap_ev": 9.749,
  "smiles": "c1c[nH]cn1",
  "species": ["H", "N", "C", "H", "H", "N", "C", "H", "C"],
  "xyz": [[-0.591, 1.976, 0.001], [-0.486, -1.327, -0.011], [0.775, -0.927, 0.017], [-2.318, -0.238, 0.050], [1.716, 0.947, -0.027], [0.873, 0.424, 0.016], [-0.396, 0.915, -0.015], [1.649, -1.591, -0.036], [-1.222, -0.181, 0.004]]
}